1.
C18H18N4O3S2 | ωB97M-V with the def2-TZVPD basis set

The geometry in XYZ format:
```
45
C18H18N4O3S2 (ωB97M-V with the def2-TZVPD basis set)
H -3.2422 3.4804 -1.5259
S 5.4501 -1.1056 -0.4036
H -4.0764 -4.3720 1.1181
H -0.4396 -0.5918 1.3706
C -2.7824 -2.7290 1.5587
C -3.8219 -3.3471 0.8892
H -6.5338 -3.4167 -0.1293
C -5.6792 -3.3096 -0.7978
C -1.2761 -0.7942 2.0394
C -3.1459 -0.7179 0.3210
C -4.1921 -1.3418 -0.3497
H 4.5850 0.9046 0.8639
H -4.7368 -0.7912 -1.0980
H 6.4323 -2.9870 -1.5736
H -2.6102 3.2332 0.1364
C 5.4865 -2.5847 -1.2684
N -2.7968 0.6175 0.0553
H -2.0857 1.0039 0.6705
N 0.4611 2.0784 1.8907
C 2.9278 1.9641 1.6260
H -5.3975 -4.3040 -1.1397
H 4.0565 -4.0145 -1.9958
H 2.8923 1.7390 2.6987
C 4.2428 -3.0942 -1.4729
C -0.0932 2.5232 -0.1118
S -0.9598 2.8750 -1.5529
C -2.4208 -1.4154 1.2974
N 3.5776 0.9043 0.8814
H -5.9862 -2.7155 -1.6542
C 2.8968 -0.1433 0.3525
O 1.2514 2.4654 -0.1208
C 1.5269 2.1474 1.1710
C 3.2304 -2.2846 -0.9253
H 3.4860 2.8918 1.4647
C -3.2677 1.4266 -0.9159
H -2.2318 -3.2815 2.3071
O 1.6828 -0.2304 0.4003
H -1.5606 0.1409 2.5204
H -0.9229 -1.4732 2.8116
O -4.0915 1.1480 -1.7601
H 2.1788 -2.5015 -0.9729
C -2.6571 2.8326 -0.8743
C 3.7162 -1.1631 -0.3088
N -0.5873 2.3067 1.0729
C -4.5396 -2.6555 -0.0766
```

## Properties
M = 402.501 g/mol
LUMO = 0.0037 Ha
E_tot = -1937.8662 hartree
Energy above the lowest of the compared OMol25 structures with the same formula, charge and spin = 34.7 kJ/mol
HOMO-LUMO gap = 0.2951 Ha

***

2.
C5H7NO | ωB97M-V with the def2-TZVPD basis set

The geometry in XYZ format:
```
14
C5H7NO (ωB97M-V with the def2-TZVPD basis set)
C -0.9773 0.1505 0.3635
H -1.3461 -1.1300 -1.5696
C -0.3630 1.3262 -0.3501
H 1.5018 -0.7424 -0.7951
N 0.1967 2.2632 0.2537
H 0.9821 0.2960 1.3642
C -0.6481 -0.5610 -0.9551
H 0.1127 -1.1383 1.9034
C 0.6201 -1.1642 -0.3068
H 0.7060 -2.2517 -0.2920
C 0.2736 -0.4781 1.0488
O -0.2572 0.7160 -1.5831
H 1.1419 2.4693 0.0629
H -1.9432 0.2445 0.8553
```

## Properties
M = 97.117 g/mol
LUMO = 0.0379 Ha
E_tot = -324.6189 hartree
Energy above the lowest of the compared OMol25 structures with the same formula, charge and spin = 277.1 kJ/mol
HOMO-LUMO gap = 0.3853 Ha

***

3.
C22H18InN6O2SSbSe4 | ωB97M-V with the def2-TZVPD basis set

The geometry in XYZ format:
```
55
C22H18InN6O2SSbSe4 (ωB97M-V with the def2-TZVPD basis set)
H 0.4371 -3.7713 0.7368
C 0.7297 -1.2856 -2.9456
H 3.7787 -0.9832 2.2376
N -1.8557 0.7272 1.1163
H -1.2397 3.2362 0.4503
H 1.5287 -5.8059 -0.2592
C 0.8737 -2.6326 -2.2883
C 2.7663 -0.6094 2.2988
C 0.9286 0.3151 3.5146
Se -1.8995 2.1282 -5.6147
C 0.1916 0.3454 2.3409
N 0.5363 -0.2233 -1.9852
C 1.9644 -0.5694 1.1705
Sb -2.1321 0.8159 -3.1192
C 1.8160 4.1395 -0.6715
N 0.0649 1.9939 -0.5363
Se -4.1958 2.0575 -2.4972
N 0.7178 -0.1071 1.1973
C 1.2536 1.8640 -1.1169
O 2.7809 0.3218 -2.1030
H 2.4857 4.9870 -0.7566
C -0.2557 3.1681 -0.0061
H -4.7991 2.1198 1.8551
H -1.3105 1.6060 4.2958
C 1.5997 0.5402 -1.7660
C 2.2253 -0.1700 3.4937
C -3.1253 1.9600 3.2105
C 1.3961 -3.7470 -2.9418
H 2.0722 -5.7662 -2.7013
In -0.9172 -0.8345 -0.2940
C 2.1572 2.9158 -1.2202
H 1.6326 -3.6863 -3.9968
H 0.2830 5.2043 0.4126
O -2.9025 -3.5963 2.6223
C -3.7834 1.7849 2.0114
C 0.5886 4.2661 -0.0336
C -3.1137 1.1330 0.9804
Se -2.9371 -1.3483 -1.5557
S -2.6007 -2.6847 1.5008
C -1.8252 1.4879 3.3531
H 2.8100 -0.2011 4.4047
Se -0.7292 3.0625 -3.9423
N 0.5349 -2.6918 -1.0056
C 1.6316 -4.9004 -2.2206
H 1.6148 -1.0796 -3.5473
C -1.2086 0.8771 2.2774
H 0.4919 0.6416 4.4467
H 3.0866 2.7423 -1.7428
C 0.7452 -3.8108 -0.3015
C 1.3221 -4.9328 -0.8638
H 2.3338 -0.9009 0.2058
H -3.6031 0.9217 0.0272
N -1.1999 -2.1787 1.4522
H -0.1281 -1.2990 -3.6197
H -3.6179 2.4534 4.0400
```

## Properties
M = 982.911 g/mol
Total charge = -2
LUMO = 0.1359 Ha
E_tot = -11762.6267 hartree
Energy above the lowest of the compared OMol25 structures with the same formula, charge and spin = 212.1 kJ/mol
HOMO-LUMO gap = 0.1356 Ha

***

Please write out number 2 again, unchanged.
C5H7NO | ωB97M-V with the def2-TZVPD basis set

The geometry in XYZ format:
```
14
C5H7NO (ωB97M-V with the def2-TZVPD basis set)
C -0.9773 0.1505 0.3635
H -1.3461 -1.1300 -1.5696
C -0.3630 1.3262 -0.3501
H 1.5018 -0.7424 -0.7951
N 0.1967 2.2632 0.2537
H 0.9821 0.2960 1.3642
C -0.6481 -0.5610 -0.9551
H 0.1127 -1.1383 1.9034
C 0.6201 -1.1642 -0.3068
H 0.7060 -2.2517 -0.2920
C 0.2736 -0.4781 1.0488
O -0.2572 0.7160 -1.5831
H 1.1419 2.4693 0.0629
H -1.9432 0.2445 0.8553
```

## Properties
M = 97.117 g/mol
LUMO = 0.0379 Ha
E_tot = -324.6189 hartree
Energy above the lowest of the compared OMol25 structures with the same formula, charge and spin = 277.1 kJ/mol
HOMO-LUMO gap = 0.3853 Ha

***

Number 3 is which compound?
C22H18InN6O2SSbSe4